No. 1
C21H21F6N10O4RuS3 as an isolated structure. Source: the OMol25 dataset; level of theory: ωB97M-V/def2-TZVPD.

Gap between HOMO and LUMO (spin up / spin down) (eV): 7.082 / 3.941
<S²>: 0.77
Total charge: +2
HOMO energy (spin up / spin down) (eV): -13.61 / -13.61
2S+1: 2
Energy relative to the best compared isomer or geometry (same formula, charge and spin) (kJ/mol): 243.4

```
66
Properties=species:S:1:pos:R:3:lowdin_charge:R:1
Ru -1.49 -1.06 -1.05 1.027
C -2.14 -5.27 -0.67 0.008
C -2.09 -3.78 -0.50 -0.209
N -1.36 -3.02 -1.25 -0.103
N -0.58 -3.57 -2.24 0.031
C -0.04 -2.74 -3.17 -0.754
N 0.61 -3.32 -4.18 0.146
S -0.16 -1.06 -3.05 0.835
C -2.93 -3.05 0.47 -0.189
C -3.69 -3.68 1.43 0.022
C -4.51 -2.91 2.25 -0.007
C -4.56 -1.55 2.06 -0.002
C -3.76 -0.98 1.09 -0.095
N -2.94 -1.70 0.33 -0.022
H -2.30 -5.54 -1.71 0.101
H -2.96 -5.70 -0.11 0.083
H -1.21 -5.74 -0.32 0.112
H -0.58 -4.57 -2.35 0.146
H 0.63 -4.31 -4.33 0.130
H 1.01 -2.73 -4.89 0.123
H -3.66 -4.75 1.55 0.119
H -5.12 -3.39 3.01 0.129
H -5.21 -0.92 2.65 0.128
H -3.76 0.09 0.90 0.111
F 1.13 1.34 -0.51 0.093
C 1.45 2.11 -1.59 -0.602
F 2.09 3.18 -1.12 0.108
F 2.29 1.41 -2.34 0.153
S -0.06 2.59 -2.54 0.596
O -0.57 1.34 -3.03 -0.468
O 0.41 3.60 -3.41 -0.212
N -0.96 3.20 -1.38 -0.273
S -2.15 2.47 -0.69 0.624
O -3.44 2.96 -1.00 -0.211
O -2.06 1.01 -0.59 -0.431
C -1.82 3.03 1.03 -0.660
F -1.91 4.34 1.13 0.177
F -2.71 2.46 1.85 0.140
F -0.59 2.66 1.44 0.094
C 2.13 -1.39 -0.56 0.011
C 1.20 -0.87 0.47 -0.319
N -0.13 -0.87 0.47 -0.012
C -0.53 -0.34 1.69 -0.092
C 0.55 0.00 2.41 -0.031
N 1.64 -0.32 1.63 -0.012
C 3.00 -0.02 1.96 -0.019
N 3.48 1.14 1.20 -0.009
N 4.43 0.97 0.31 0.142
N 4.73 2.11 -0.26 0.166
C 3.93 3.05 0.26 -0.219
C 3.87 4.45 -0.04 0.115
C 2.93 5.20 0.65 -0.003
C 2.09 4.60 1.58 0.052
C 2.16 3.21 1.90 0.094
C 3.09 2.47 1.22 -0.158
H 1.58 -1.88 -1.35 0.026
H 2.83 -2.10 -0.12 0.104
H 2.70 -0.58 -1.02 0.075
H -1.57 -0.21 1.94 0.097
H 0.64 0.43 3.39 0.136
H 3.68 -0.83 1.70 0.149
H 3.08 0.19 3.02 0.158
H 4.52 4.88 -0.78 0.153
H 2.83 6.26 0.46 0.137
H 1.36 5.21 2.10 0.138
H 1.48 2.78 2.62 0.121
```



No. 2
A 7-piece molecular cluster, C21H21F7O21 overall. Source: the OMol25 dataset; level of theory: ωB97M-V/def2-TZVPD.

Gap between HOMO and LUMO (eV): 10.588
SMILES: O=C1OC[C@@H](F)O1.O=C1OC[C@@H](F)O1.O=C1OC[C@@H](F)O1.O=C1OC[C@@H](F)O1.O=C1OC[C@@H](F)O1.O=C1OC[C@@H](F)O1.O=C1OC[C@@H](F)O1
HOMO energy (eV): -10.70
Energy relative to the best compared isomer or geometry (same formula, charge and spin) (kJ/mol): 639.4

```
70
Properties=species:S:1:pos:R:3:lowdin_charge:R:1
O 3.23 13.00 13.28 0.114
C 3.00 11.94 13.91 -0.515
O 1.79 11.43 14.12 0.079
C 1.92 10.14 14.71 -0.052
C 3.32 9.76 14.27 -0.311
F 3.33 9.23 13.04 0.097
O 3.87 11.05 14.40 0.127
H 1.72 10.34 15.76 0.145
H 1.16 9.43 14.39 0.142
H 3.93 9.04 14.83 0.175
O 4.71 23.11 14.81 0.086
C 4.29 22.04 14.23 -0.346
O 3.69 20.94 14.90 0.054
C 3.50 19.91 13.96 -0.081
C 4.11 20.40 12.64 -0.345
F 3.16 20.34 11.69 0.064
O 4.44 21.71 12.88 0.119
H 4.13 19.04 14.16 0.134
H 2.47 19.57 13.91 0.144
H 4.95 19.91 12.15 0.172
O 4.22 14.57 22.43 0.174
C 3.61 14.99 21.48 -0.506
O 4.03 15.97 20.60 0.059
C 2.90 16.55 19.96 -0.067
C 2.02 15.34 19.90 -0.352
F 2.06 14.54 18.84 0.103
O 2.32 14.77 21.16 0.133
H 2.47 17.34 20.58 0.145
H 3.02 16.93 18.95 0.145
H 0.99 15.72 19.88 0.166
O -3.53 13.02 16.53 0.145
C -3.59 14.21 16.27 -0.534
O -4.83 14.89 16.23 0.037
C -4.60 16.28 16.06 -0.061
C -3.07 16.29 15.69 -0.277
F -2.64 17.26 16.51 0.065
O -2.63 15.00 16.00 0.190
H -5.27 16.57 15.26 0.128
H -4.93 16.90 16.90 0.134
H -2.85 16.62 14.67 0.173
O 4.38 16.64 6.18 0.120
C 5.60 16.62 5.85 -0.567
O 6.11 16.04 4.83 0.124
C 7.43 16.15 4.81 -0.127
C 7.73 16.28 6.31 -0.298
F 8.91 16.88 6.35 0.110
O 6.60 17.08 6.54 0.155
H 7.97 15.33 4.35 0.147
H 7.74 17.01 4.22 0.150
H 7.75 15.28 6.75 0.185
O 0.33 25.75 4.67 0.094
C 1.31 25.64 5.46 -0.584
O 2.52 26.03 5.18 0.110
C 3.22 26.06 6.43 -0.046
C 2.47 25.07 7.31 -0.322
F 2.22 25.62 8.47 0.131
O 1.23 25.08 6.63 0.160
H 4.21 25.71 6.15 0.136
H 3.34 27.01 6.95 0.144
H 2.99 24.12 7.22 0.178
O 1.93 27.50 22.76 0.143
C 2.67 27.93 21.88 -0.533
O 2.18 28.69 20.93 0.068
C 2.98 28.68 19.72 -0.016
C 4.33 28.34 20.35 -0.286
F 5.08 29.49 20.46 0.046
O 4.01 27.79 21.63 0.130
H 2.59 27.92 19.04 0.142
H 3.18 29.66 19.26 0.141
H 4.86 27.67 19.68 0.164
```



No. 3
C21H21IrN6P as an isolated structure. Source: the OMol25 dataset; level of theory: ωB97M-V/def2-TZVPD.

Gap between HOMO and LUMO (spin up / spin down) (eV): 7.306 / 7.000
<S²>: 0.76
Total charge: +4
HOMO energy (spin up / spin down) (eV): -21.41 / -21.42
2S+1: 2
Energy relative to the best compared isomer or geometry (same formula, charge and spin) (kJ/mol): 0.0

```
50
Properties=species:S:1:pos:R:3:lowdin_charge:R:1
Ir -1.58 -1.28 0.76 1.232
C -1.91 0.97 4.49 -0.003
C -2.06 -0.07 3.56 -0.031
N -1.47 0.02 2.37 -0.078
C -0.75 1.14 2.07 -0.165
C -0.62 2.13 3.03 0.007
N -1.19 2.04 4.23 0.176
C -0.23 1.21 0.69 -0.133
C 0.44 2.27 0.09 0.103
C 0.77 2.22 -1.27 -0.054
C 0.41 1.08 -2.00 0.103
C -0.26 0.04 -1.38 -0.134
N -0.53 0.13 -0.06 -0.028
C -0.80 -1.19 -2.01 -0.165
C -0.69 -1.51 -3.35 0.006
N -1.28 -2.59 -3.87 0.176
C -2.01 -3.35 -3.08 -0.003
C -2.13 -3.06 -1.71 -0.031
N -1.52 -2.00 -1.19 -0.078
C 1.48 3.38 -1.94 -0.087
C 1.63 3.42 -3.33 0.067
C 2.24 4.51 -3.93 0.046
N 2.68 5.40 -3.09 0.302
C 2.65 5.49 -1.79 0.045
C 1.99 4.44 -1.17 0.067
H -2.40 0.90 5.46 0.153
H -2.65 -0.95 3.78 0.138
H -0.05 3.03 2.84 0.143
H 0.66 3.14 0.69 0.126
H 0.62 0.99 -3.05 0.126
H -0.12 -0.90 -4.04 0.143
H -2.51 -4.21 -3.51 0.153
H -2.72 -3.69 -1.06 0.137
H 1.20 2.69 -4.00 0.134
H 2.29 4.69 -5.01 0.182
H 3.19 6.29 -1.28 0.182
H 1.99 4.45 -0.09 0.134
C 1.09 -3.37 0.26 -0.183
P 0.02 -2.70 1.52 0.748
C 1.04 -2.02 2.83 -0.184
C -1.04 -4.00 2.18 -0.178
H 1.76 -4.10 0.74 0.097
H 1.72 -2.58 -0.17 0.074
H 0.54 -3.87 -0.53 0.063
H 1.74 -2.81 3.14 0.096
H 0.45 -1.73 3.70 0.065
H 1.62 -1.18 2.46 0.072
H -0.39 -4.72 2.70 0.103
H -1.56 -4.55 1.39 0.068
H -1.75 -3.63 2.93 0.068
```



No. 4
An isolated ion of composition C21H21N2 and charge +1. Source: the OMol25 dataset; level of theory: ωB97M-V/def2-TZVPD.

Gap between HOMO and LUMO (eV): 8.035
SMILES: CN(C)[NH2+]C1(c2ccccc2)c2ccccc2-c2ccccc21
Total charge: +1
HOMO energy (eV): -11.40
Energy relative to the best compared isomer or geometry (same formula, charge and spin) (kJ/mol): 176.3

```
44
Properties=species:S:1:pos:R:3:lowdin_charge:R:1
C -0.90 -1.82 0.76 -0.070
N -0.93 -0.34 0.51 -0.205
C -2.22 0.00 -0.18 -0.065
N 0.22 0.04 -0.33 0.144
C 1.29 1.35 0.16 -0.100
C 2.18 1.44 -1.07 -0.167
C 2.94 0.31 -1.41 -0.064
C 3.77 0.31 -2.53 -0.052
C 3.88 1.48 -3.31 -0.061
C 3.13 2.62 -2.99 -0.049
C 2.34 2.63 -1.82 -0.007
C 0.45 2.56 0.53 -0.131
C -0.30 3.40 -0.29 -0.045
C -1.19 4.29 0.31 -0.056
C -1.23 4.42 1.70 -0.048
C -0.46 3.62 2.55 0.019
C 0.40 2.69 1.93 -0.099
C 1.36 1.75 2.53 -0.102
C 1.71 1.55 3.88 0.015
C 2.79 0.70 4.14 -0.053
C 3.47 0.04 3.11 -0.053
C 3.11 0.26 1.77 -0.014
C 2.01 1.05 1.49 -0.098
H -1.72 -2.16 1.45 0.107
H -0.95 -2.44 -0.18 0.102
H 0.08 -2.04 1.23 0.087
H -3.12 -0.27 0.42 0.109
H -2.22 1.10 -0.36 0.077
H -2.34 -0.48 -1.20 0.101
H -0.18 0.33 -1.25 0.164
H 0.76 -0.87 -0.46 0.159
H 2.86 -0.61 -0.81 0.103
H 4.38 -0.57 -2.72 0.116
H 4.58 1.48 -4.14 0.113
H 3.27 3.53 -3.59 0.121
H 1.86 3.57 -1.56 0.108
H -0.26 3.28 -1.36 0.113
H -1.79 4.94 -0.32 0.113
H -1.89 5.17 2.11 0.107
H -0.49 3.71 3.63 0.121
H 1.16 2.07 4.67 0.121
H 3.14 0.54 5.15 0.109
H 4.34 -0.58 3.32 0.112
H 3.67 -0.24 0.99 0.098
```



No. 5
C21H21N5PmS as an isolated structure. Source: the OMol25 dataset; level of theory: ωB97M-V/def2-TZVPD.

Gap between HOMO and LUMO (spin up / spin down) (eV): 8.075 / 9.342
<S²>: 6.01
Total charge: +3
HOMO energy (spin up / spin down) (eV): -18.44 / -18.44
2S+1: 5
Energy relative to the best compared isomer or geometry (same formula, charge and spin) (kJ/mol): 51.4

```
49
Properties=species:S:1:pos:R:3:lowdin_charge:R:1
Pm 0.08 0.96 0.60 1.960
C -0.80 0.29 -2.45 -0.136
N -0.37 -0.53 -1.34 -0.300
C -1.31 -1.60 -0.98 -0.089
C -2.45 -1.02 -0.17 -0.250
C -3.76 -1.52 -0.17 0.042
C -4.71 -1.01 0.67 0.045
C -4.38 0.11 1.47 0.029
C -3.13 0.62 1.29 -0.106
N -2.15 0.08 0.51 -0.087
C 0.93 -1.19 -1.75 -0.083
C 1.74 -1.70 -0.58 -0.265
C 2.61 -2.77 -0.78 0.029
C 3.52 -3.01 0.22 0.009
C 3.40 -2.38 1.47 0.011
C 2.45 -1.37 1.60 -0.084
N 1.64 -1.01 0.56 -0.047
C -0.04 1.57 -2.56 -0.247
C 0.03 2.25 -3.76 0.030
C 0.88 3.34 -3.84 0.022
C 1.57 3.83 -2.74 0.000
C 1.36 3.20 -1.54 -0.115
N 0.55 2.14 -1.45 -0.094
H -1.90 0.50 -2.41 0.170
H -0.73 -0.28 -3.39 0.156
H -0.73 -2.28 -0.29 0.166
H -1.70 -2.11 -1.84 0.145
H -3.95 -2.46 -0.68 0.142
H -5.67 -1.41 0.74 0.119
H -5.04 0.53 2.16 0.120
H -2.80 1.56 1.68 0.108
H 1.46 -0.35 -2.19 0.132
H 0.70 -1.95 -2.52 0.162
H 2.63 -3.40 -1.65 0.145
H 4.31 -3.78 0.12 0.153
H 4.05 -2.58 2.30 0.129
H 2.24 -0.89 2.56 0.101
H -0.42 1.83 -4.65 0.143
H 0.93 3.93 -4.81 0.163
H 2.22 4.70 -2.74 0.139
H 1.78 3.62 -0.64 0.125
S 1.58 1.16 5.36 1.159
C 0.24 0.12 5.17 -0.311
C -0.17 0.20 3.86 -0.252
N 0.57 1.05 3.06 -0.252
C 1.56 1.59 3.73 -0.467
H -0.11 -0.40 6.04 0.093
H -1.05 -0.42 3.48 0.133
H 2.33 2.23 3.30 0.105
```